1.
Computed, not measured: a single C2H5BO molecule, with the ωB97M-V functional and the def2-TZVPD basis.

- frontier orbital gap (eV) = 10.01
- highest occupied orbital energy (eV) = -9.8441

Last columns: bonded neighbours and bond lengths (Å).
Element x y z (Å)
1 B -1.09708 -0.77010 -0.31213  C2 1.523, H5 1.057, H6 1.260
2 C -0.11567 0.35412 -0.00626  B1 1.523, C3 1.455, H7 1.097, H8 1.135
3 C 1.26355 0.11786 0.39093  C2 1.455, O4 1.209, H9 1.147
4 O 2.08052 -0.44864 -0.29623  C3 1.209
5 H -0.90082 -1.80365 -0.41026  B1 1.057
6 H -2.18192 -0.16361 -0.51618  B1 1.260
7 H -0.06359 1.01372 -0.88160  C2 1.097
8 H -0.58241 1.17734 0.62113  C2 1.135
9 H 1.59743 0.52295 1.41059  C3 1.147

Results of the natural (NBO) charge analysis, in e, for atoms 1 through 4: 0.52, -0.93, 0.45, -0.52

***

2.
Computed, not measured: a single C2H5BO molecule, with the ωB97M-V functional and the def2-TZVPD basis.

- frontier orbital gap (eV) = 11.81
- highest occupied orbital energy (eV) = -11.2808

Last columns: bonded neighbours and bond lengths (Å).
Element x y z (Å)
1 C -0.76646 -0.06136 -0.36045  C2 1.458, H5 1.136, H6 1.155, H7 1.103
2 C 0.43726 -0.06719 0.46156  C1 1.458, B3 1.495, H8 1.149, H9 1.019
3 B 1.85482 -0.14600 -0.00559  C2 1.495, O4 1.157
4 O 2.94914 0.04001 -0.33122  B3 1.157
5 H -1.48042 0.67868 0.12136  C1 1.136
6 H -0.98218 -0.00780 -1.49351  C1 1.155
7 H -1.24342 -1.05001 -0.25298  C1 1.103
8 H 0.03560 -0.86824 1.18081  C2 1.149
9 H 0.49152 0.56027 1.26203  C2 1.019

Results of the natural (NBO) charge analysis, in e, for atoms 1 through 4: -0.62, -0.87, 1.07, -0.78

***

Result of the stability comparison: 2 is the most stable of them.

***

1.
Computed, not measured: a single CH5N molecule, with the ωB97M-V functional and the def2-TZVPD basis.

- frontier orbital gap (eV) = 10.37
- highest occupied orbital energy (eV) = -9.1843

Last columns: bonded neighbours and bond lengths (Å).
Element x y z (Å)
1 C 0.50351 -0.02234 -0.11010  N2 1.371, H3 0.996, H4 1.126, H5 1.264
2 N -0.86387 -0.05987 -0.20696  C1 1.371, H6 0.942, H7 1.172
3 H 0.95101 -0.76688 -0.59634  C1 0.996
4 H 0.77251 0.93265 -0.64326  C1 1.126
5 H 1.08835 -0.05443 1.01037  C1 1.264
6 H -1.11437 -0.87840 0.18576  N2 0.942
7 H -1.33713 0.84927 0.36051  N2 1.172

Results of the natural (NBO) charge analysis, in e, for atoms 1 through 4: -0.37, -0.80, 0.18, 0.18

***

2.
Computed, not measured: a single CH5N molecule, with the ωB97M-V functional and the def2-TZVPD basis.

- frontier orbital gap (eV) = 10.54
- highest occupied orbital energy (eV) = -9.3158

Last columns: bonded neighbours and bond lengths (Å).
Element x y z (Å)
1 C -0.50876 0.42461 -0.11623  N2 1.432, H3 1.107, H4 1.111, H5 1.099
2 N 0.51980 -0.55202 0.08402  C1 1.432, H6 0.897, H7 1.071
3 H -0.59375 0.71220 -1.18181  C1 1.107
4 H -1.53165 0.08368 0.15319  C1 1.111
5 H -0.28897 1.44586 0.22633  C1 1.099
6 H 1.31269 -0.28364 -0.23936  N2 0.897
7 H 0.51558 -0.64162 1.15092  N2 1.071

Results of the natural (NBO) charge analysis, in e, for atoms 1 through 4: -0.43, -0.80, 0.18, 0.20

***

Result of the stability comparison: 2 is the most stable of them.

***

1.
Computed, not measured: 2 unconnected molecules or ions with the total composition C3H12NO2, with the ωB97M-V functional and the def2-TZVPD basis.

- charge = +2
- frontier orbital gap (alpha / beta) (eV) = 11.73 / 4.91
- spin multiplicity = 2
- highest occupied orbital energy (alpha / beta) (eV) = -19.5450 / -19.5303

Last columns: bonded neighbours and bond lengths (Å).
Element x y z (Å)
1 O -2.03487 1.05142 1.15657  C2 1.395, H6 0.992
2 C -1.71624 0.89501 -0.19281  O1 1.395, C3 1.582, H7 1.088, H8 1.131
3 C -0.13847 0.93872 -0.30479  C2 1.582, N4 1.511, H9 1.074, H10 1.087
4 N 0.45493 -0.44491 -0.17778  C3 1.511, C5 1.505, H11 1.011, H12 1.032
5 C 0.17279 -1.36380 -1.33569  N4 1.505, H13 1.075, H14 1.087, H15 1.074
6 H -2.82588 0.54116 1.47008  O1 0.992
7 H -2.26441 0.05909 -0.62296  C2 1.088
8 H -2.05164 1.88943 -0.61341  C2 1.131
9 H 0.21567 1.55001 0.50447  C3 1.074
10 H 0.15909 1.34252 -1.26876  C3 1.087
11 H 0.12704 -0.84255 0.69248  N4 1.011
12 H 1.47732 -0.32641 -0.09849  N4 1.032
13 H -0.83346 -1.28858 -1.70589  C5 1.075
14 H 0.29411 -2.39272 -1.00615  C5 1.087
15 H 0.88640 -1.14669 -2.10871  C5 1.074
16 H 2.54693 0.59976 1.97872  O18 0.970
17 H 3.18622 -0.74944 1.91485  O18 0.969
18 O 2.34445 -0.31202 1.71828  H16 0.970, H17 0.969

Results of the natural (NBO) charge analysis, in e, for atoms 1 through 4: -0.18, -0.14, -0.22, -0.50

***

2.
Computed, not measured: 2 unconnected molecules or ions with the total composition C3H12NO2, with the ωB97M-V functional and the def2-TZVPD basis.

- charge = +2
- frontier orbital gap (alpha / beta) (eV) = 12.72 / 5.85
- spin multiplicity = 2
- highest occupied orbital energy (alpha / beta) (eV) = -19.7543 / -19.7535

Last columns: bonded neighbours and bond lengths (Å).
Element x y z (Å)
1 C 0.10545 0.36577 0.00624  C2 1.544, N5 1.502, H6 1.087, H7 1.090
2 C -0.65649 -0.42003 1.09468  C1 1.544, C3 1.602, H8 1.090, H9 1.093
3 C 0.11994 -0.34825 2.49450  C2 1.602, O4 1.382, H10 1.100, H11 1.096
4 O 1.29691 -1.03275 2.26018  C3 1.382, H12 0.993
5 N -0.76592 0.75151 -1.15529  C1 1.502, H13 1.066, H14 1.022, H15 1.027
6 H 0.56359 1.26873 0.40274  C1 1.087
7 H 0.89187 -0.26615 -0.40591  C1 1.090
8 H -0.75045 -1.47127 0.82258  C2 1.090
9 H -1.65423 -0.00354 1.25516  C2 1.093
10 H -0.54584 -0.66512 3.31111  C3 1.100
11 H 0.39167 0.68338 2.74713  C3 1.096
12 H 1.16001 -2.00256 2.42396  O4 0.993
13 H -0.32616 0.51119 -2.09637  N5 1.066
14 H -1.70600 0.36146 -1.06506  N5 1.022
15 H -0.91716 1.76580 -1.21803  N5 1.027
16 H 0.62373 -0.36852 -4.10470  O18 0.968
17 H 1.53881 0.60189 -3.39741  O18 0.968
18 O 0.63025 0.26847 -3.37551  H16 0.968, H17 0.968

Results of the natural (NBO) charge analysis, in e, for atoms 1 through 4: -0.25, -0.35, -0.10, -0.20

***

Result of the stability comparison: 2 is the most stable of them.

***

1.
Computed, not measured: a single C2H4Si molecule, with the ωB97M-V functional and the def2-TZVPD basis.

- frontier orbital gap (alpha / beta) (eV) = 7.48 / 6.83
- highest occupied orbital energy (alpha / beta) (eV) = -8.8466 / -8.8116

Last columns: bonded neighbours and bond lengths (Å).
Element x y z (Å)
1 C 1.20955 -0.00887 -0.05952  Si3 1.818, H4 1.192, H6 1.074
2 C -2.31766 0.07567 -0.16677  Si3 1.812, H5 1.121
3 Si -0.57367 -0.27957 0.17073  C1 1.818, C2 1.812, H7 1.422
4 H 1.74573 -1.02772 0.24819  C1 1.192
5 H -2.69279 1.13122 -0.19641  C2 1.121
6 H 1.84200 0.83854 -0.24906  C1 1.074
7 H -0.50716 -1.65865 0.50963  Si3 1.422

Results of the natural (NBO) charge analysis, in e, for atoms 1 through 4: -0.78, -0.61, 1.02, 0.23

***

2.
Computed, not measured: a single C2H4Si molecule, with the ωB97M-V functional and the def2-TZVPD basis.

- frontier orbital gap (eV) = 10.16
- highest occupied orbital energy (eV) = -9.0246

Last columns: bonded neighbours and bond lengths (Å).
Element x y z (Å)
1 C -0.85582 0.24372 0.52677  C2 1.339, Si3 1.829, H4 1.083
2 C 0.42326 0.57640 0.74338  C1 1.339, Si3 1.865, H5 0.985
3 Si 0.19370 -0.42137 -0.81489  C1 1.829, C2 1.865, H6 1.452, H7 1.570
4 H -1.85954 0.13822 0.91908  C1 1.083
5 H 1.07555 0.88808 1.41193  C2 0.985
6 H 0.82559 -1.70537 -0.56698  Si3 1.452
7 H 0.19727 0.28032 -2.21929  Si3 1.570

Results of the natural (NBO) charge analysis, in e, for atoms 1 through 4: -0.53, -0.46, 0.87, 0.22

***

Result of the stability comparison: 2 is the most stable of them.